Record 1
The following is a quantum chemistry calculation of a single C4H6N2S molecule, from OMol25.

Atoms and positions in Å:
C: -0.970 -1.686 0.032
C: -1.975 0.116 -0.023
C: 0.367 0.176 0.026
C: 1.685 0.863 0.024
N: -0.856 0.820 0.005
N: 0.232 -1.163 -0.008
S: -3.556 0.362 -0.007
H: -1.217 -2.712 -0.086
H: 1.601 1.856 0.459
H: 2.393 0.288 0.617
H: 2.095 0.972 -0.987
H: -0.882 1.833 -0.015
H: 1.083 -1.724 -0.037

Forces on atoms 1 to 3 (eV/Å):
-5.1 2.5 0.9
1.4 -3.9 0.0
-0.2 2.8 0.5

Results
Expectation value of S² ... 2.030
Total charge ... 0
Relative energy (zero: lowest compared OMol25 entry of this formula, charge and spin) ... 21.4 kcal/mol
Electronic energy ... -18055.260 eV
Multiplicity ... 3

List of Löwdin charges in e, atom by atom: 0.012, -0.788, -0.339, -0.028, 0.021, -0.061, 0.592, 0.041, 0.079, 0.079, 0.081, 0.158, 0.153


Record 2
The following is a quantum chemistry calculation of a single C12H11Cl2N3S molecule, from OMol25.

Atoms and positions in Å:
Cl: -0.390 -3.208 -3.909
Cl: -2.854 -3.488 -2.398
N: 0.009 0.604 -0.682
N: -1.287 -0.647 -2.157
N: 0.034 -1.743 -0.574
S: -1.464 2.049 -2.293
C: -0.906 0.548 -1.612
C: 0.381 -0.499 -0.099
C: -0.807 -1.770 -1.631
C: 3.676 -0.561 2.790
C: 3.532 0.546 1.938
C: 2.746 -1.618 2.683
C: 2.501 0.539 1.012
C: 1.687 -1.555 1.811
C: 1.495 -0.488 0.902
C: -1.144 -3.142 -2.266
C: -3.015 3.561 -0.415
C: -2.722 2.183 -0.937
H: 4.363 -0.535 3.667
H: 4.263 1.337 2.115
H: 2.711 -2.396 3.356
H: 2.467 1.519 0.422
H: 0.931 -2.382 1.946
H: -0.784 -3.865 -1.565
H: -2.056 4.147 -0.136
H: -3.712 3.406 0.435
H: -3.637 4.220 -1.125
H: -2.352 1.586 -0.052
H: -3.664 1.652 -1.223

Forces on atoms 1 to 3 (eV/Å):
-0.1 -0.1 1.0
-0.4 0.3 0.0
0.0 1.7 1.3

Results
Total charge ... 0
Relative energy (zero: lowest compared OMol25 entry of this formula, charge and spin) ... 33.8 kcal/mol
Electronic energy ... -52971.861 eV

List of Löwdin charges in e, atom by atom: 0.565, 0.598, 0.131, 0.137, 0.192, 0.931, -0.679, -0.252, -0.414, -0.069, -0.101, -0.092, -0.034, -0.054, -0.128, -1.028, -0.195, -0.544, 0.114, 0.105, 0.073, 0.131, 0.129, 0.045, 0.101, 0.073, 0.090, 0.085, 0.088


Record 3
The following is a quantum chemistry calculation of a molecular structure, C33H76BF5N6O10PbS3, from OMol25.

Atoms and positions in Å:
Pb: 7.181 7.393 22.120
B: 4.394 5.231 20.462
H: 4.933 4.938 21.349
H: 4.874 6.010 19.889
H: 4.246 4.368 19.831
H: 3.433 5.583 20.804
C: 4.429 0.781 25.307
C: 3.618 0.824 23.952
C: 3.024 -0.538 23.571
N: 2.545 -0.574 22.094
C: 1.498 0.585 21.801
C: 1.873 -1.940 21.958
C: 2.194 -2.459 20.525
C: 3.055 -1.323 19.866
C: 3.646 -0.586 21.032
H: 5.160 -0.025 25.370
H: 3.782 0.669 26.177
H: 5.033 1.671 25.484
H: 4.327 1.175 23.202
H: 2.826 1.562 24.077
H: 2.272 -0.880 24.282
H: 3.859 -1.218 23.741
H: 1.182 0.469 20.764
H: 1.932 1.584 21.847
H: 0.744 0.494 22.583
H: 0.789 -1.850 22.026
H: 2.112 -2.589 22.800
H: 1.335 -2.745 19.917
H: 2.590 -3.468 20.639
H: 2.380 -0.690 19.290
H: 3.762 -1.835 19.215
H: 3.971 0.448 20.914
H: 4.436 -1.164 21.511
C: -0.578 6.411 16.348
C: -1.776 6.695 15.422
C: -1.611 5.899 14.118
N: -2.775 6.175 13.133
C: -4.133 5.711 13.559
C: -2.821 7.686 12.785
C: -3.400 7.922 11.346
C: -3.130 6.566 10.678
C: -2.519 5.606 11.694
H: -0.724 6.665 17.398
H: 0.322 6.941 16.039
H: -0.483 5.332 16.469
H: -1.818 7.776 15.289
H: -2.743 6.458 15.865
H: -1.731 4.835 14.323
H: -0.615 6.067 13.707
H: -4.367 6.299 14.446
H: -4.120 4.648 13.797
H: -4.873 5.959 12.799
H: -3.489 8.142 13.515
H: -1.760 7.938 12.798
H: -4.474 8.100 11.282
H: -3.014 8.822 10.867
H: -4.074 6.193 10.280
H: -2.448 6.789 9.858
H: -3.037 4.647 11.678
H: -1.445 5.422 11.684
C: 1.978 4.835 29.874
C: 0.704 5.265 29.231
C: 0.801 5.297 27.730
N: -0.619 5.813 27.122
C: -1.890 5.055 27.551
C: -0.474 5.812 25.644
C: 0.473 6.908 25.146
C: 0.177 8.028 26.162
C: -0.701 7.339 27.271
H: 2.394 3.882 29.548
H: 1.904 4.779 30.960
H: 2.665 5.643 29.618
H: 0.410 6.194 29.718
H: -0.145 4.656 29.542
H: 0.895 4.366 27.172
H: 1.595 5.953 27.372
H: -2.288 5.650 28.373
H: -1.555 4.023 27.662
H: -2.748 5.145 26.884
H: -1.425 6.110 25.203
H: -0.204 4.841 25.229
H: 0.277 7.270 24.137
H: 1.499 6.541 25.146
H: -0.273 8.913 25.711
H: 1.160 8.363 26.492
H: -1.729 7.576 27.000
H: -0.678 7.717 28.294
C: 10.914 6.148 14.261
C: 10.058 4.976 14.769
C: 8.573 5.314 14.734
N: 7.634 4.142 15.098
C: 7.879 3.653 16.497
C: 6.205 4.716 15.084
C: 5.315 3.472 14.931
C: 6.173 2.322 14.379
C: 7.545 2.928 14.137
H: 11.958 6.062 14.562
H: 10.701 7.102 14.743
H: 10.940 6.207 13.173
H: 10.391 4.833 15.797
H: 10.234 4.049 14.223
H: 8.326 5.541 13.697
H: 8.379 6.202 15.336
H: 7.704 4.503 17.155
H: 8.894 3.269 16.393
H: 7.190 2.897 16.873
H: 6.077 5.384 15.935
H: 6.203 5.292 14.158
H: 5.100 3.063 15.918
H: 4.440 3.804 14.371
H: 6.296 1.604 15.190
H: 5.842 1.705 13.543
H: 8.365 2.256 14.393
H: 7.700 3.208 13.095
N: 7.150 6.905 26.728
O: 7.020 7.112 27.907
O: 6.222 6.485 26.018
O: 8.138 7.173 26.112
C: 9.572 0.641 22.204
F: 8.976 0.394 23.363
F: 10.543 -0.262 22.011
F: 8.762 0.582 21.169
S: 10.316 2.436 22.406
O: 11.498 2.552 21.523
O: 9.243 3.389 22.060
O: 10.714 2.507 23.836
N: 6.189 11.097 22.795
S: 6.753 12.447 23.296
O: 6.585 12.726 24.685
O: 6.961 13.599 22.438
F: 8.268 11.887 23.338
S: 4.686 11.891 22.726
O: 4.381 12.717 21.569
O: 4.002 12.079 23.962
F: 4.090 10.457 22.328

Forces on atoms 1 to 3 (eV/Å):
-0.9 -0.6 1.0
-0.1 0.3 0.2
2.6 -1.2 3.8

Results
Total charge ... +2
Relative energy (zero: lowest compared OMol25 entry of this formula, charge and spin) ... 408.9 kcal/mol
Electronic energy ... -116851.662 eV

Löwdin population analysis, charges in e, atoms 1 to 99: 1.564, -0.458, -0.113, -0.122, -0.102, -0.094, -0.070, -0.213, -0.128, -0.221, 0.065, -0.103, -0.122, -0.134, -0.092, 0.077, 0.071, 0.084, 0.113, 0.098, 0.138, 0.132, 0.098, 0.099, 0.107, 0.125, 0.129, 0.113, 0.115, 0.107, 0.126, 0.140, 0.147, -0.085, -0.230, -0.108, -0.256, 0.024, -0.073, -0.125, -0.147, -0.071, 0.082, 0.086, 0.076, 0.110, 0.107, 0.135, 0.136, 0.100, 0.117, 0.120, 0.132, 0.138, 0.113, 0.123, 0.121, 0.125, 0.127, 0.128, -0.087, -0.267, -0.041, -0.226, 0.046, -0.176, -0.146, -0.113, -0.086, 0.087, 0.092, 0.094, 0.121, 0.107, 0.133, 0.137, 0.108, 0.111, 0.104, 0.132, 0.134, 0.125, 0.115, 0.123, 0.119, 0.124, 0.132, -0.085, -0.229, -0.118, -0.255, 0.037, -0.090, -0.133, -0.147, -0.080, 0.083, 0.083, 0.082